Record 1
Below is 2 unconnected molecules or ions with the total composition C35H43N4, with properties calculated with the ωB97M-V functional and the def2-TZVPD basis.

The geometry in XYZ format:
```
82
Properties=species:S:1:pos:R:3:forces:R:3:lowdin_charge:R:1
C -0.20366 -0.99619 5.79856 -0.20 -0.17 0.19 -0.05
C 0.33626 -0.65411 4.42017 -0.19 0.33 -0.14 -0.37
C 1.37634 0.45167 4.48489 0.04 0.28 -0.06 -0.07
N -0.77639 -0.23230 3.54244 -0.01 -1.74 -0.51 -0.04
N -1.16586 1.03228 3.47838 -0.89 0.70 -0.67 0.14
N -2.17293 1.02317 2.65385 -0.88 -1.90 -1.00 -0.05
C -2.89439 2.24872 2.26719 0.00 0.37 0.12 -0.35
C -1.93896 3.19267 1.56129 0.30 0.12 -0.08 -0.05
C -3.52353 2.87945 3.49601 -0.05 0.04 0.33 -0.05
C -2.51067 -0.25781 2.14330 1.38 2.19 1.48 -0.09
C -3.59365 -0.57336 1.20546 -0.67 0.24 -0.48 -0.18
C -4.89570 -0.85228 1.66429 1.07 0.20 0.10 -0.02
C -5.91805 -1.09427 0.77962 -0.31 -0.07 -0.30 -0.08
C -5.68090 -1.06466 -0.58310 -0.09 -0.01 -0.06 -0.08
C -4.41063 -0.79726 -1.06174 -0.30 -0.08 -0.24 -0.08
C -3.37946 -0.55841 -0.18654 0.24 0.02 1.04 -0.03
C -1.56601 -1.11089 2.75901 0.06 0.22 0.11 -0.28
C -1.45742 -2.45921 2.62395 0.61 -0.16 0.18 -0.02
H 0.59464 -1.29274 6.47974 0.06 -0.02 -0.08 0.08
H -0.70483 -0.13026 6.23148 0.04 0.10 -0.03 0.08
H -0.93370 -1.80474 5.75544 0.02 -0.04 -0.09 0.08
H 0.78479 -1.54770 3.95878 -0.30 0.24 -0.04 0.13
H 2.22544 0.17305 5.10967 -0.08 -0.15 -0.01 0.08
H 1.74673 0.70719 3.49150 0.01 -0.03 -0.02 0.08
H 0.93487 1.35440 4.90760 0.03 -0.02 0.02 0.08
H -3.68705 1.93936 1.56868 0.37 -0.13 0.28 0.14
H -2.43933 4.10966 1.25003 -0.11 -0.09 0.01 0.09
H -1.12035 3.47030 2.22457 -0.01 0.01 0.08 0.08
H -1.49680 2.72464 0.68130 -0.07 -0.04 -0.05 0.08
H -4.07141 3.78685 3.24215 0.00 -0.06 -0.13 0.09
H -4.20945 2.19115 3.99066 -0.03 -0.03 -0.07 0.08
H -2.75691 3.14897 4.22177 0.08 0.01 -0.03 0.08
H -5.08192 -0.86593 2.72358 -0.01 -0.01 0.28 0.12
H -6.91172 -1.29604 1.14490 -0.14 -0.04 0.08 0.11
H -6.48955 -1.23997 -1.27283 -0.14 -0.04 -0.12 0.10
H -4.23594 -0.76317 -2.12473 0.04 -0.01 -0.19 0.10
H -2.39203 -0.35128 -0.55800 0.30 0.07 -0.06 0.09
H -2.14122 -2.99150 1.99755 -0.27 -0.10 -0.23 0.02
H -0.70603 -3.01613 3.14155 0.23 -0.26 0.29 0.00
C 5.27131 -4.84078 0.75807 -0.18 0.00 -0.18 -0.02
C 4.21842 -5.05586 1.85945 0.24 -0.42 0.36 -0.51
C 4.74835 -6.13290 2.82137 -0.22 -0.01 -0.13 -0.05
C 3.98828 -3.76976 2.67701 -0.25 0.00 -0.11 -0.02
C 2.91156 -5.53737 1.24152 0.69 -1.03 1.04 -0.07
N 2.36053 -6.74991 1.52868 0.83 1.21 -0.16 0.20
C 1.16361 -6.91242 0.84193 -1.21 0.42 -0.96 -0.17
C 0.93826 -5.74538 0.09002 -0.49 -0.74 -0.17 -0.09
C -0.25026 -5.62386 -0.63828 0.34 0.06 0.31 0.00
C -1.13803 -6.67471 -0.65073 -0.02 -0.24 0.16 -0.05
C -0.87937 -7.84593 0.06718 -0.15 0.12 -0.25 -0.06
C 0.25688 -7.97374 0.82813 0.88 0.19 0.41 0.00
C 2.07761 -4.86942 0.30690 -0.40 1.86 -1.18 -0.06
C 2.27218 -3.57540 -0.22488 -0.35 -1.68 0.94 0.13
C 1.47101 -2.91200 -1.22428 -0.48 0.28 -0.65 -0.20
C 1.07657 -3.55130 -2.41916 0.22 0.05 0.56 -0.04
C 0.23760 -2.93056 -3.31121 0.09 0.11 -0.05 -0.02
C -0.24484 -1.64803 -3.06751 -0.05 0.09 0.18 -0.25
C -1.21524 -1.01917 -4.01093 -0.16 0.32 -0.14 -0.04
C 0.18187 -0.98020 -1.92130 -0.15 -0.12 -0.25 -0.03
C 1.03585 -1.58091 -1.02837 0.54 -0.67 0.25 0.01
H 4.97074 -4.06414 0.05837 0.02 0.04 -0.05 0.08
H 6.23189 -4.54920 1.18450 -0.10 -0.03 0.14 0.10
H 5.41841 -5.76081 0.19053 0.04 0.01 -0.02 0.10
H 4.02781 -6.32250 3.61647 0.02 0.01 0.17 0.09
H 4.92635 -7.06835 2.29181 0.15 -0.09 -0.02 0.09
H 5.68641 -5.82412 3.28410 -0.09 0.05 -0.10 0.10
H 3.24015 -3.94040 3.45223 0.00 0.01 0.03 0.10
H 4.91045 -3.44522 3.16014 0.06 -0.17 -0.06 0.10
H 3.64095 -2.94412 2.06199 -0.01 0.06 0.02 0.07
H 2.73067 -7.47339 2.14661 0.11 0.64 -0.24 0.18
H -0.47422 -4.71475 -1.16427 -0.12 0.03 -0.09 0.10
H -2.04643 -6.59672 -1.22577 -0.13 0.02 -0.03 0.11
H -1.57829 -8.66491 0.01942 -0.10 -0.08 0.04 0.11
H 0.46600 -8.86588 1.39451 -0.08 -0.21 0.10 0.12
H 3.06489 -2.98982 0.20225 0.20 0.21 0.18 0.10
H 1.44432 -4.54118 -2.62582 0.05 -0.24 -0.04 0.13
H -0.06128 -3.43505 -4.21537 0.00 -0.15 -0.15 0.13
H -1.47754 -0.00510 -3.70652 0.05 -0.05 0.03 0.08
H -0.80792 -0.96287 -5.02163 -0.01 -0.07 0.00 0.09
H -2.14107 -1.59501 -4.05575 0.03 -0.07 -0.03 0.09
H -0.17885 0.01801 -1.73705 0.00 0.19 0.09 0.11
H 1.33586 -1.05681 -0.13642 0.05 0.13 0.19 0.12
```
Forces are in eV/Å.

Calculated values
charge: +1
energy: -1578.2284 hartree
highest occupied orbital energy: -7.849 eV



Record 2
Below is a molecular structure, C35H43N4O2S2Si2Ti, with properties calculated with the ωB97M-V functional and the def2-TZVPD basis.

The geometry in XYZ format:
```
89
Properties=species:S:1:pos:R:3:forces:R:3:lowdin_charge:R:1
Ti 0.61085 0.11358 0.38999 0.76 0.15 0.08 1.02
C -3.19540 -0.84549 -0.76123 0.26 0.09 -0.05 -0.15
Si -2.00764 -0.38048 -2.18082 -0.32 -0.40 -0.25 0.51
C -3.17238 0.45766 -3.44359 0.21 0.12 0.09 -0.19
C -1.40792 -1.90016 -3.13107 -0.01 0.12 0.23 -0.17
C -0.58143 0.66688 -1.53570 0.20 0.07 -0.10 -0.33
C -0.91385 1.72763 -0.62212 -0.14 0.63 -0.49 -0.46
C -2.13860 2.42674 -0.50626 -0.12 0.02 0.22 -0.03
C -2.20225 3.55330 0.27086 0.05 -0.08 -0.05 -0.05
C -1.06213 3.98305 0.96724 0.01 -0.04 -0.09 -0.05
C 0.07475 3.22293 0.88549 0.12 0.31 0.23 -0.11
N 0.14876 2.10778 0.14531 -0.69 0.56 -0.35 -0.03
Si 0.39109 1.56834 -2.91185 -0.27 0.42 -0.40 0.50
C -0.85256 2.79725 -3.69535 -0.02 -0.17 0.11 -0.18
C 1.70685 2.79311 -2.27641 -0.09 -0.39 0.01 -0.19
C 0.89795 0.46600 -4.35283 0.06 -0.06 0.27 -0.19
H -3.56706 -1.86492 -0.88913 0.00 0.00 -0.04 0.04
H -4.06065 -0.17808 -0.74401 0.00 0.02 -0.04 0.03
H -2.72067 -0.79452 0.21919 -0.08 0.02 -0.02 0.01
H -4.01574 -0.20572 -3.65260 0.02 -0.11 0.09 0.03
H -2.65601 0.63810 -4.38945 -0.10 -0.09 0.03 0.01
H -3.58051 1.41248 -3.10044 0.00 -0.02 -0.05 0.02
H -2.13151 -2.71663 -3.04659 -0.05 0.05 0.01 0.03
H -0.44668 -2.25749 -2.76622 0.13 -0.02 0.02 0.00
H -1.29339 -1.66255 -4.19155 -0.01 0.04 0.02 0.02
H -2.98646 2.09440 -1.08963 0.01 0.02 0.04 0.10
H -3.11788 4.12977 0.32239 -0.02 -0.02 0.02 0.11
H -1.08239 4.87939 1.56996 0.06 0.00 0.00 0.10
H 0.97612 3.50801 1.41138 -0.01 -0.11 0.04 0.11
H -1.31450 3.42616 -2.92751 0.02 0.04 -0.05 0.02
H -1.65511 2.27966 -4.22467 0.15 0.19 0.03 -0.01
H -0.35602 3.45833 -4.41088 0.10 -0.01 0.02 0.03
H 1.22451 3.70997 -1.92496 -0.05 -0.06 -0.03 0.03
H 2.39370 3.06093 -3.08271 -0.05 -0.06 -0.08 0.03
H 2.30341 2.38906 -1.46390 0.14 0.01 0.05 -0.01
H 0.08245 0.38624 -5.07933 0.01 0.04 0.08 0.02
H 1.15894 -0.53075 -3.99046 0.06 -0.03 0.03 -0.01
H 1.76925 0.88599 -4.86228 -0.02 0.03 0.02 0.03
O -2.40242 -2.34067 2.59642 0.04 0.02 -0.02 0.07
C -2.34509 -3.35490 1.70718 0.17 -0.08 -0.27 -0.26
C -3.26349 -4.38931 1.88607 -0.07 0.03 0.08 -0.02
C -3.28945 -5.47022 1.02881 0.00 0.08 0.04 -0.10
C -2.38923 -5.54664 -0.02895 -0.03 -0.09 -0.05 -0.10
C -1.47136 -4.53279 -0.21268 0.00 0.05 0.01 -0.02
C -1.43149 -3.42569 0.63781 -0.31 0.09 0.33 -0.08
C -0.44337 -2.36185 0.36754 0.32 -0.26 -0.55 -0.39
O -0.55169 -1.18978 0.99488 -0.92 -0.58 0.49 -0.18
N 0.48319 -2.58352 -0.48704 -0.16 -0.57 0.22 0.13
N 1.40534 -1.52503 -0.60345 0.35 0.25 0.16 -0.42
C 2.14163 -1.66117 -1.86805 0.08 -0.13 -0.64 -0.79
S 3.41997 -0.31378 -1.96976 -0.20 0.02 0.06 0.77
C 4.48891 -1.23838 -3.12952 -0.07 0.31 0.05 -0.54
C 3.90448 -2.62599 -3.36190 0.01 -0.16 0.25 -0.59
S 3.18879 -3.19232 -1.80541 -0.09 0.07 -0.08 0.74
H -1.75951 -1.65537 2.34643 0.03 0.09 0.02 0.07
H -3.95749 -4.30665 2.71318 0.01 -0.01 -0.01 0.11
H -4.02222 -6.25238 1.18481 0.02 -0.02 -0.01 0.10
H -2.41373 -6.39168 -0.70456 0.03 0.02 -0.01 0.09
H -0.75766 -4.55944 -1.02545 -0.01 -0.02 0.00 0.12
H 5.46370 -1.30597 -2.65014 0.03 -0.04 -0.06 0.05
H 4.58870 -0.67604 -4.06078 -0.03 -0.06 -0.02 0.06
H 4.67575 -3.32567 -3.68610 -0.01 0.00 -0.04 0.06
H 3.09902 -2.58479 -4.09389 0.02 0.00 -0.04 0.06
C 4.65049 2.25799 3.81149 0.02 0.03 -0.01 -0.12
C 4.56688 0.98298 3.27500 0.03 0.02 0.00 -0.09
C 3.36264 0.48488 2.80158 -0.05 -0.07 0.03 -0.03
C 2.18810 1.24488 2.84846 0.17 0.02 0.12 -0.29
C 2.29371 2.53487 3.40427 -0.08 -0.10 -0.03 -0.06
C 3.49780 3.03076 3.86928 0.06 0.00 0.05 -0.10
N 0.95972 0.76280 2.36422 -0.18 0.04 0.30 -0.06
C -0.12618 0.89641 3.22208 -0.14 0.13 0.28 -0.28
C -1.44795 1.05206 2.75545 0.33 -0.06 0.02 -0.06
C -2.51996 1.16448 3.62466 -0.12 -0.03 -0.02 -0.09
C -2.33972 1.13959 4.99704 -0.03 -0.01 0.07 -0.12
C -1.04937 0.97263 5.48656 -0.01 0.04 -0.02 -0.10
C 0.02444 0.84299 4.62859 0.10 -0.05 -0.19 -0.03
H 5.59188 2.64007 4.18567 0.00 0.01 -0.02 0.09
H 5.44861 0.35442 3.23462 -0.01 0.00 -0.02 0.10
H 3.32310 -0.52359 2.42091 0.00 0.07 0.08 0.08
H 1.39995 3.13893 3.49793 -0.04 -0.01 0.01 0.11
H 3.53752 4.03126 4.28483 -0.02 -0.01 0.01 0.10
H -1.64141 1.11353 1.69454 -0.07 -0.03 -0.02 0.08
H -3.51658 1.27827 3.21311 0.01 0.00 -0.02 0.10
H -3.18230 1.23205 5.67010 0.00 0.00 -0.01 0.09
H -0.87389 0.94019 6.55593 -0.01 -0.05 0.00 0.10
H 1.01060 0.67502 5.03916 0.06 0.06 0.01 0.11
C 2.11074 -1.22077 0.62263 0.54 -0.63 -0.24 -0.21
H 1.99215 -1.99749 1.37914 -0.13 0.24 0.20 0.10
H 3.15786 -1.02516 0.40902 -0.01 0.11 -0.09 0.03
```
Forces are in eV/Å.

Calculated values
charge: -1
energy: -3953.9331 hartree
highest occupied orbital energy: -3.083 eV